Formula: C23H29Cl5GdNO2P2
Source: the OMol25 dataset
Level of theory: the ωB97M-V functional and the def2-TZVPD basis

Geometry (Å):
H1 -1.189 -2.923 -5.186
Cl1 0.616 -3.496 2.410
Cl2 2.666 1.317 5.848
Cl3 1.497 -3.982 5.401
C1 1.613 -2.420 4.718
C2 -2.288 -3.282 -0.580
H2 -0.021 3.661 -0.706
C3 -1.510 2.829 2.550
P1 1.624 -2.097 -1.130
C4 -2.221 -1.110 1.093
C5 2.083 -1.330 5.501
N1 -1.133 -1.339 0.321
H3 2.851 -2.645 -3.149
H4 4.430 1.433 -0.011
H5 2.314 0.090 -0.637
P2 -1.405 1.584 1.223
O1 -0.475 -2.269 -5.270
H6 -2.420 1.919 -3.337
C6 2.771 -3.397 -0.533
H7 -1.704 -0.103 2.949
H8 1.256 -1.932 -3.549
Cl4 1.769 1.716 2.817
H9 -0.981 2.479 3.447
H10 -3.254 0.424 2.230
H11 2.335 -3.909 0.333
H12 4.024 3.762 0.809
C7 0.952 3.180 -0.573
C8 -3.380 -3.030 0.221
C9 0.020 -2.854 -1.223
C10 -1.124 -2.475 -0.493
C11 1.978 3.830 0.111
C12 -2.707 2.119 0.077
C13 3.230 3.218 0.290
H13 2.971 -4.118 -1.338
H14 2.599 -0.883 -2.994
H15 -2.559 3.050 2.799
C14 -3.336 -1.940 1.091
C15 3.471 1.932 -0.173
H16 3.715 -2.927 -0.226
H17 -0.134 -3.678 -1.933
H18 -2.332 0.421 -3.105
H19 -4.262 -3.668 0.180
H20 -4.161 -1.697 1.760
C16 2.151 -0.034 4.932
H21 2.663 0.288 -1.442
Cl5 2.559 -1.575 7.118
H22 1.821 4.842 0.484
H23 0.429 1.438 -1.800
C17 1.174 1.896 -1.133
O2 -2.049 1.286 -2.773
C18 1.356 -0.940 2.804
H24 -1.019 3.746 2.197
C19 1.244 -2.203 3.374
H25 -2.554 1.656 -0.913
Gd1 0.887 0.033 0.585
C20 -2.221 0.121 1.998
C21 2.124 -1.866 -2.877
H26 -0.286 -2.239 -6.177
H27 -2.259 -4.121 -1.277
H28 -3.696 1.833 0.464
H29 -2.663 3.210 -0.049
C22 2.439 1.257 -0.918
C23 1.773 0.123 3.587

Values from the calculation:
total charge: 0
spin multiplicity: 8
E_HOMO (alpha / beta): -5.85 / -5.65 eV
ΔE to the lowest compared entry with this formula, charge and spin: 155.19 kJ/mol

Formula: C23H29F3N4O6
Source: the OMol25 dataset
Level of theory: the ωB97M-V functional and the def2-TZVPD basis

Geometry (Å):
C1 3.088 3.362 -1.967
H1 1.039 -0.237 -4.256
C2 -3.299 -0.363 2.206
F1 1.898 -1.042 0.652
H2 -2.401 0.277 3.890
C3 0.161 -2.161 -3.914
C4 0.035 -3.233 -3.036
O1 2.996 3.208 -3.173
H3 -4.812 -0.990 4.478
H4 0.871 0.953 -0.759
H5 -3.797 -2.130 -1.700
H6 -2.726 1.333 -2.381
C5 0.764 -1.895 3.620
H7 0.891 1.711 -2.341
C6 -1.993 -1.038 0.065
H8 1.213 -2.752 3.125
H9 1.394 -1.018 3.480
H10 3.703 3.954 1.669
C7 -0.617 -1.672 3.050
C8 0.949 -1.066 -3.559
H11 -3.761 0.062 -0.594
N1 -3.291 0.049 3.481
H12 -2.391 -2.039 0.242
H13 -2.308 -1.723 -2.578
C9 2.372 2.508 -1.003
H14 -4.224 0.461 5.325
C10 1.501 -2.113 -1.425
O2 4.861 5.435 0.149
F2 1.860 -3.229 0.666
H15 0.121 -0.282 1.839
F3 3.562 -2.202 -0.261
H16 -1.780 1.556 -0.905
O3 -4.327 -0.771 1.669
C11 1.830 2.094 1.454
C12 -4.466 0.038 4.349
C13 4.088 4.579 -0.223
H17 -0.354 -2.177 -4.870
C14 2.216 -2.147 -0.077
H18 0.236 1.701 2.316
H19 0.569 -4.068 -1.153
H20 -0.575 -4.090 -3.308
H21 -5.269 0.620 3.891
C15 -3.208 -1.316 -2.124
N2 3.865 4.398 -1.548
H22 -3.805 -0.813 -2.885
C16 1.623 -1.020 -2.328
O4 -1.544 -2.362 3.444
H23 4.463 4.866 -2.213
H24 -0.978 -1.151 -0.317
H25 2.947 0.543 -2.958
H26 0.673 -2.107 4.684
C17 1.533 1.353 -1.528
N3 -0.746 -0.679 2.164
C18 0.695 -3.208 -1.807
H27 3.226 0.020 -1.310
C19 -1.963 -0.294 1.417
C20 -2.840 -0.330 -1.018
C21 2.527 2.799 0.354
H28 -1.199 0.455 -2.180
O5 0.481 2.003 1.428
C22 2.440 0.224 -2.040
C23 -2.079 0.832 -1.662
N4 3.414 3.833 0.702
H29 -1.844 0.764 1.188
O6 2.496 1.725 2.405

Values from the calculation:
total charge: 0
E_HOMO: -9.52 eV

Formula: C23H29N3O2
Source: the OMol25 dataset
Level of theory: the ωB97M-V functional and the def2-TZVPD basis

Geometry (Å):
H1 2.607 0.943 0.402
H2 -0.007 -0.561 0.908
C1 1.032 -0.526 0.576
H3 0.678 5.972 1.485
H4 -1.157 -8.142 -1.311
C2 -0.078 6.089 2.260
C3 -1.240 3.145 4.342
H5 -1.979 -6.343 -2.766
H6 -2.160 1.345 3.649
C4 -1.115 -6.172 -2.139
H7 0.316 2.056 -2.207
H8 0.462 -0.354 -2.818
H9 -3.008 2.258 0.389
H10 -1.819 -3.309 -2.628
H11 -1.275 2.853 5.380
C5 1.119 -1.023 -0.868
H12 -0.364 -2.517 -0.767
C6 -1.138 3.888 1.685
C7 1.535 0.911 0.669
C8 -1.696 2.656 2.028
C9 1.376 -3.430 -1.335
H13 2.168 -1.074 -1.179
H14 0.370 6.587 3.116
H15 1.426 1.269 1.696
H16 2.000 -5.587 0.020
C10 0.630 -4.728 -1.368
N1 -1.082 4.276 0.318
O1 -0.139 4.429 -1.706
C11 -0.488 -4.932 -2.178
H17 -1.412 -4.324 -4.004
H18 1.190 3.378 1.040
C12 -0.646 4.760 2.658
C13 -1.735 2.298 3.368
H19 -0.226 -3.171 -3.382
C14 -0.703 4.371 3.989
C15 -1.011 -3.869 -3.101
H20 -0.324 5.034 4.752
C16 -0.092 4.021 -0.564
O2 2.565 -3.341 -1.564
H21 -1.418 1.504 0.274
C17 1.059 3.178 -0.025
H22 -0.863 6.730 1.859
C18 0.882 1.359 -1.587
H23 -1.849 4.833 -0.039
C19 0.352 -0.058 -1.774
C20 0.474 -6.986 -0.542
H24 0.853 -7.780 0.084
N2 0.607 -2.369 -0.990
H25 1.939 1.398 -1.906
N3 0.745 1.767 -0.198
H26 1.627 -1.167 1.228
H27 -0.709 -0.086 -1.516
C21 -0.650 -7.188 -1.324
C22 1.114 -5.761 -0.573
H28 -2.639 0.847 1.390
H29 1.978 3.463 -0.564
C23 -2.227 1.756 0.959

Values from the calculation:
total charge: 0
E_HOMO: -8.87 eV
ΔE to the lowest compared entry with this formula, charge and spin: 59.46 kJ/mol

Formula: C23H29N3O3
Source: the OMol25 dataset
Level of theory: the ωB97M-V functional and the def2-TZVPD basis

Geometry (Å):
C1 -0.959 2.861 0.986
C2 -2.969 2.416 1.552
C3 -3.497 4.186 -3.098
C4 -1.148 0.680 2.571
C5 4.037 -3.696 -2.533
C6 2.056 -1.512 1.763
C7 1.410 -3.417 0.249
H1 -2.876 0.623 -0.159
C8 -3.024 5.056 -0.510
H2 -0.866 3.671 1.709
H3 -0.855 -0.744 1.163
N1 3.772 -3.057 -3.705
H4 -2.860 2.259 -2.399
H5 -0.047 2.714 0.405
O1 -1.059 1.047 3.728
H6 1.378 -4.543 -3.444
C9 -3.485 5.946 -1.467
H7 -3.682 3.841 -4.108
H8 -2.998 3.198 2.309
H9 -0.820 -3.080 1.652
C10 -2.296 2.777 0.195
O2 0.652 -4.337 -0.017
C11 1.460 -1.109 3.117
H10 -4.084 6.207 -3.512
H11 2.601 -2.027 -0.869
H12 -3.905 1.859 1.492
C12 -0.025 -1.500 2.954
H13 3.528 -3.229 0.002
H14 -0.509 -1.599 3.926
C13 2.380 -2.678 -3.876
H15 0.268 -3.649 2.915
H16 2.002 -0.673 1.059
C14 2.703 -3.964 -1.842
H17 4.528 -2.661 -4.239
H18 1.375 0.584 4.468
H19 1.854 -1.796 3.873
C15 -1.670 1.581 1.494
H20 3.103 -1.808 1.850
H21 0.750 -3.204 -2.497
H22 -1.170 1.011 -0.638
N2 1.210 -2.620 1.326
H23 2.900 0.410 3.582
H24 2.057 -2.810 -4.908
C16 2.625 -3.088 -0.598
O3 5.138 -3.967 -2.103
H25 -2.840 5.397 0.502
C17 0.074 -2.829 2.220
H26 -3.660 6.981 -1.201
C18 1.815 0.311 3.512
C19 1.659 -3.634 -2.913
C20 -3.723 5.512 -2.765
C21 -2.010 1.264 0.015
H27 2.219 -1.630 -3.604
C22 -2.793 3.722 -0.837
H28 1.465 1.030 2.770
N3 -0.814 -0.572 2.156
C23 -3.034 3.296 -2.138
H29 2.658 -5.007 -1.535

Values from the calculation:
total charge: 0
E_HOMO: -9.27 eV
ΔE to the lowest compared entry with this formula, charge and spin: 272.18 kJ/mol

Formula: C23H29N3O3S
Source: the OMol25 dataset
Level of theory: the ωB97M-V functional and the def2-TZVPD basis

Geometry (Å):
H1 2.981 -1.936 0.629
C1 -5.134 -0.207 -1.771
H2 5.771 -0.481 5.181
H3 -6.287 -1.683 -2.668
O1 5.595 -0.424 -0.473
C2 -3.688 1.237 -0.079
C3 3.994 0.632 1.372
C4 3.007 1.671 1.891
N1 2.978 -0.427 -0.706
H4 -5.376 2.464 0.283
H5 4.513 -1.548 5.225
C5 3.481 0.566 4.242
H6 3.241 0.825 5.045
H7 -7.005 2.123 -2.454
H8 -5.970 -0.405 -3.876
C6 -3.052 0.262 -0.899
C7 -4.947 1.768 -0.152
H9 2.551 3.457 1.105
H10 -1.523 -1.266 -0.860
C8 -7.495 0.045 -2.298
C9 -5.665 1.000 -1.393
C10 2.453 -0.151 -2.030
H11 -7.595 1.500 -0.938
H12 2.569 0.892 -2.229
H13 0.512 -0.621 -3.007
H14 5.459 -1.094 1.831
C11 -6.170 -0.534 -2.826
N2 0.635 -1.495 -0.987
N3 -1.802 -0.605 -0.378
C12 2.253 2.391 0.895
C13 2.796 1.467 3.266
C14 0.429 -0.748 0.331
C15 1.470 -2.355 -0.989
C16 4.610 -0.218 2.122
H15 0.189 -1.653 1.165
O2 -0.877 0.983 0.958
H16 0.268 0.663 -1.826
H17 -2.871 1.493 0.736
H18 1.342 2.040 0.745
O3 4.577 1.480 -0.994
H19 2.715 -0.780 -2.868
H20 2.065 2.226 3.470
H21 1.830 -2.854 -2.025
H22 -8.007 -0.706 -1.814
H23 1.344 -0.219 0.696
H24 -3.517 -1.460 -2.206
C17 -7.091 1.081 -1.628
C18 -3.973 -0.635 -1.545
H25 -8.198 0.355 -3.267
H26 3.835 -2.324 -1.186
C19 0.860 -0.309 -2.126
C20 4.302 -0.174 3.578
H27 5.942 -1.776 4.105
S1 4.454 0.285 -0.435
H28 2.614 2.453 -0.029
C21 -0.743 -0.117 0.370
H29 1.319 -3.181 -0.409
C22 5.134 -1.125 4.601
C23 2.898 -1.849 -0.469

Values from the calculation:
total charge: 0
E_HOMO: -7.99 eV
ΔE to the lowest compared entry with this formula, charge and spin: 2021.88 kJ/mol

Formula: C23H29N5O
Source: the OMol25 dataset
Level of theory: the ωB97M-V functional and the def2-TZVPD basis

Geometry (Å):
C1 -0.347 3.185 -1.044
H1 5.712 -3.738 -0.603
H2 5.623 -2.261 1.168
C2 -6.586 -1.328 0.870
C3 -0.076 1.449 0.650
H3 3.167 0.771 2.664
N1 -3.558 1.471 -0.550
H4 5.322 -0.845 -1.487
C4 -4.319 0.492 0.045
C5 3.123 -2.710 0.091
H5 2.080 -3.035 0.071
O1 -3.906 -0.301 0.857
H6 0.041 3.986 -1.655
C6 -8.917 -1.848 0.571
H7 3.700 2.383 2.163
H8 -9.975 -0.611 -0.822
C7 -1.668 2.801 -1.137
C8 3.118 -1.204 0.344
N2 0.922 0.953 1.446
C9 -6.695 -0.290 -0.051
H9 2.218 4.546 -0.366
C10 -9.028 -0.816 -0.345
C11 0.446 2.498 -0.141
C12 -7.695 -2.096 1.172
H10 -9.778 -2.453 0.813
C13 5.280 -2.994 -1.278
H11 -5.863 1.239 -1.089
H12 -2.317 3.317 -1.832
C14 5.569 -1.319 0.613
C15 -2.198 1.759 -0.357
H13 2.290 -0.964 1.016
H14 -4.008 2.070 -1.227
H15 4.206 1.135 -0.160
H16 3.609 -3.228 0.916
H17 -7.599 -2.899 1.888
H18 3.333 -2.477 -2.031
C16 2.689 3.561 -0.336
C17 1.991 1.643 1.166
H19 6.379 -0.688 0.988
H20 2.979 3.284 -1.354
H21 3.584 3.616 0.281
H22 -5.637 -1.523 1.339
H23 -8.019 0.764 -1.372
C18 3.758 -3.106 -1.243
H24 5.350 1.105 1.199
C19 3.314 1.425 1.806
H25 5.623 -3.230 -2.289
C20 -7.927 -0.042 -0.655
C21 4.360 0.775 0.875
H26 -1.806 0.270 1.146
N3 4.323 -0.667 0.963
H27 2.913 -0.695 -0.617
N4 1.771 2.605 0.212
C22 -1.408 1.069 0.547
N5 -5.623 0.531 -0.410
H28 3.485 -4.139 -1.471
C23 5.800 -1.616 -0.879
H29 6.873 -1.577 -1.083

Values from the calculation:
total charge: 0
E_HOMO: -7.71 eV
ΔE to the lowest compared entry with this formula, charge and spin: 0.00 kJ/mol

Formula: C23H29N5O2STl
Source: the OMol25 dataset
Level of theory: the ωB97M-V functional and the def2-TZVPD basis

Geometry (Å):
C1 2.513 -6.431 -2.212
C2 -4.136 -1.393 -3.016
H1 -2.368 -3.058 -2.282
H2 -2.374 1.584 -5.354
N1 3.100 -3.544 -4.161
H3 5.512 -1.315 -0.363
H4 0.804 -0.387 -2.723
H5 1.836 -7.110 -2.714
C3 -3.243 0.446 0.181
H6 -0.694 -3.475 -2.762
C4 3.788 -4.370 -2.192
H7 -3.204 1.525 0.319
H8 -2.394 0.008 0.701
C5 4.497 -1.035 -0.607
H9 -5.767 -2.191 -4.171
C6 0.758 -3.576 -0.578
H10 5.598 -2.198 -2.667
H11 -5.574 -2.950 -2.586
H12 -0.938 1.658 -4.334
C7 2.903 -5.234 -2.820
C8 2.670 -0.804 -1.842
H13 0.763 -4.462 -1.218
C9 -4.061 -0.986 -1.687
H14 4.471 -1.554 -3.868
H15 -1.572 2.681 -2.631
C10 -3.362 -0.723 -3.957
H16 -4.457 -3.330 -3.904
H17 -3.407 -1.028 -5.001
N2 2.512 -4.673 -4.030
H18 -1.149 -1.767 -2.405
C11 -3.234 0.050 -1.277
C12 4.334 -4.639 -0.931
C13 -1.313 -2.815 -2.152
Tl1 0.385 0.530 0.902
H19 4.334 -6.079 0.636
H20 -4.680 -1.486 -0.945
C14 3.525 -0.421 0.112
O1 -0.926 1.980 -0.890
C15 -5.035 -2.530 -3.435
C16 -1.602 1.862 -1.898
H21 3.571 -0.071 1.134
H22 2.759 -7.619 -0.459
N3 3.892 -3.331 -3.070
H23 1.116 -3.836 0.417
S1 -0.914 -2.969 -0.407
H24 2.167 -0.209 -3.833
N4 2.383 -0.300 -0.665
H25 -1.248 0.240 -5.322
H26 1.363 -2.771 -1.005
C17 -2.535 0.334 -3.603
C18 1.757 -0.817 -3.021
C19 -2.464 0.716 -2.250
O2 -0.785 -1.554 0.124
H27 1.601 -1.818 -3.420
H28 5.037 -3.971 -0.444
C20 4.552 -2.061 -2.916
H29 -4.144 0.069 0.663
N5 3.941 -1.283 -1.849
C21 3.037 -6.704 -0.968
C22 3.938 -5.819 -0.338
C23 -1.723 1.000 -4.699

Values from the calculation:
total charge: +1
E_HOMO: -11.71 eV

Formula: C23H29N5O3S
Source: the OMol25 dataset
Level of theory: the ωB97M-V functional and the def2-TZVPD basis

Geometry (Å):
H1 0.245 2.144 -1.623
C1 -3.203 -0.859 -0.503
H2 -3.403 -4.078 0.520
H3 -2.050 3.956 -1.901
C2 -2.291 3.964 -0.828
O1 -1.816 2.778 -0.213
C3 -1.557 5.098 -0.119
C4 -4.788 1.061 -0.086
H4 0.358 4.874 0.932
C5 -2.869 -2.198 -0.325
C6 4.227 -0.617 1.663
C7 -1.127 -0.339 -1.749
H5 -1.154 -1.324 -2.218
H6 0.434 4.636 -0.820
H7 -4.873 1.320 -1.142
H8 -5.251 -4.399 2.040
C8 2.474 -0.220 -2.796
C9 -5.195 -1.245 0.791
H9 -6.171 -3.001 2.616
H10 -1.538 6.014 -0.703
C10 -0.174 4.478 0.072
H11 5.348 -1.819 -0.245
N1 3.743 -1.713 1.041
S1 2.255 1.235 1.902
C11 -0.124 -0.366 -0.646
N2 -2.451 0.012 -1.289
N3 0.508 0.740 -0.132
H12 -4.044 1.717 0.366
H13 4.249 -3.236 -0.293
N4 1.069 -1.055 1.003
H14 1.517 2.502 -0.418
H15 -5.746 1.246 0.394
H16 -2.024 5.296 0.846
H17 -6.107 -0.867 1.232
C12 3.536 -1.534 -1.351
H18 2.606 -0.790 3.134
C13 3.275 -0.047 2.708
H19 -2.509 0.974 -0.976
C14 0.505 2.108 -0.562
C15 -4.869 -2.585 0.964
O2 5.305 -0.114 1.430
C16 -4.392 -0.378 0.073
H20 3.921 0.610 -1.307
C17 2.106 -1.517 -2.979
H21 -1.945 -2.588 -0.720
C18 3.406 -0.228 -1.731
N5 0.221 -1.423 0.030
H22 -0.443 2.674 1.289
C19 -0.482 2.980 0.235
H23 2.756 -1.932 1.181
O3 2.739 -2.315 -2.107
H24 1.431 -1.980 -3.670
C20 -5.778 -3.499 1.732
H25 -0.829 0.395 -2.506
C21 -3.692 -3.044 0.396
H26 3.831 0.482 3.480
H27 -6.625 -3.797 1.112
C22 4.305 -2.148 -0.225
C23 1.241 0.238 0.905
H28 2.137 0.632 -3.353
H29 -3.374 3.991 -0.707

Values from the calculation:
total charge: 0
E_HOMO: -7.42 eV
ΔE to the lowest compared entry with this formula, charge and spin: 180.05 kJ/mol

What did the fifth record say?
Formula: C23H29N3O3S
Source: the OMol25 dataset
Level of theory: the ωB97M-V functional and the def2-TZVPD basis

Geometry (Å):
H1 2.981 -1.936 0.629
C1 -5.134 -0.207 -1.771
H2 5.771 -0.481 5.181
H3 -6.287 -1.683 -2.668
O1 5.595 -0.424 -0.473
C2 -3.688 1.237 -0.079
C3 3.994 0.632 1.372
C4 3.007 1.671 1.891
N1 2.978 -0.427 -0.706
H4 -5.376 2.464 0.283
H5 4.513 -1.548 5.225
C5 3.481 0.566 4.242
H6 3.241 0.825 5.045
H7 -7.005 2.123 -2.454
H8 -5.970 -0.405 -3.876
C6 -3.052 0.262 -0.899
C7 -4.947 1.768 -0.152
H9 2.551 3.457 1.105
H10 -1.523 -1.266 -0.860
C8 -7.495 0.045 -2.298
C9 -5.665 1.000 -1.393
C10 2.453 -0.151 -2.030
H11 -7.595 1.500 -0.938
H12 2.569 0.892 -2.229
H13 0.512 -0.621 -3.007
H14 5.459 -1.094 1.831
C11 -6.170 -0.534 -2.826
N2 0.635 -1.495 -0.987
N3 -1.802 -0.605 -0.378
C12 2.253 2.391 0.895
C13 2.796 1.467 3.266
C14 0.429 -0.748 0.331
C15 1.470 -2.355 -0.989
C16 4.610 -0.218 2.122
H15 0.189 -1.653 1.165
O2 -0.877 0.983 0.958
H16 0.268 0.663 -1.826
H17 -2.871 1.493 0.736
H18 1.342 2.040 0.745
O3 4.577 1.480 -0.994
H19 2.715 -0.780 -2.868
H20 2.065 2.226 3.470
H21 1.830 -2.854 -2.025
H22 -8.007 -0.706 -1.814
H23 1.344 -0.219 0.696
H24 -3.517 -1.460 -2.206
C17 -7.091 1.081 -1.628
C18 -3.973 -0.635 -1.545
H25 -8.198 0.355 -3.267
H26 3.835 -2.324 -1.186
C19 0.860 -0.309 -2.126
C20 4.302 -0.174 3.578
H27 5.942 -1.776 4.105
S1 4.454 0.285 -0.435
H28 2.614 2.453 -0.029
C21 -0.743 -0.117 0.370
H29 1.319 -3.181 -0.409
C22 5.134 -1.125 4.601
C23 2.898 -1.849 -0.469

Values from the calculation:
total charge: 0
E_HOMO: -7.99 eV
ΔE to the lowest compared entry with this formula, charge and spin: 2021.88 kJ/mol

> Number 6 is which compound?

C23H29N5O